No. 1
2 unconnected molecules or ions with the total composition C4H15N2 at a distorted geometry. Source: OMol25; level of theory: wB97M-V/def2-TZVPD.

Results
Molar mass = 91.18 g/mol
HOMO-LUMO gap (alpha / beta) = 14.0657 / 7.8417 eV
LUMO (alpha / beta) = -7.320 / -13.697 eV
<S²> = 0.754
Energy relative to the best compared isomer or geometry (same formula, charge and spin) = 19.8 kcal/mol
Strongest force on any atom = 0.077 hartree/bohr
Total energy = -7351.689 eV

Geometry as ORCA input:
```
! RIJCOSX wB97M-V def2-TZVPD def2/J DEFGRID3
* xyz 2 2
C 1.2607 0.7046 1.9215
C 0.9397 -0.7445 1.6209
N 1.3741 -1.1657 0.3195
H 0.8742 1.3696 1.1490
H 0.8400 0.9875 2.8824
H 2.3382 0.8594 1.9920
H 1.4368 -1.4164 2.3726
H -0.1408 -0.9422 1.6990
H 2.3402 -0.8478 0.1375
H 1.3894 -2.1944 0.2286
C -2.0304 -0.4364 -0.7436
N -0.7386 -0.0887 -1.4295
C -0.5998 1.3652 -1.7664
H -2.0249 -1.4955 -0.5059
H -2.0878 0.1477 0.1727
H -2.8568 -0.1885 -1.4035
H -0.6558 -0.6484 -2.2816
H 0.0469 -0.3900 -0.8146
H -1.3815 1.6424 -2.4670
H 0.3717 1.5309 -2.2265
H -0.6954 1.9512 -0.8570
*
```

No. 2
2 unconnected molecules or ions with the total composition C4H15N2O at a distorted geometry. Source: OMol25; level of theory: wB97M-V/def2-TZVPD.

Results
Molar mass = 107.18 g/mol
HOMO-LUMO gap = 11.2214 eV
LUMO = -2.599 eV
Energy relative to the best compared isomer or geometry (same formula, charge and spin) = 20.9 kcal/mol
Strongest force on any atom = 0.022 hartree/bohr
Total energy = -9412.755 eV

Geometry as ORCA input:
```
! RIJCOSX wB97M-V def2-TZVPD def2/J DEFGRID3
* xyz 1 1
N -1.6474 -0.0689 2.0604
C -0.7254 -0.9525 1.3323
C -0.6409 -0.4301 -0.0798
N -0.1918 1.0118 -0.1176
C -0.0127 1.4268 -1.5180
C 1.0639 1.2388 0.6622
H -1.7096 -0.2843 3.0474
H -2.5780 -0.2418 1.6960
H -0.9404 1.5080 0.3730
H -1.0679 -1.9914 1.2863
H 0.2506 -0.9634 1.8178
H -1.6070 -0.4301 -0.5910
H 0.0200 -1.0742 -0.6502
H -0.9321 1.7722 -1.9575
H 0.3553 0.6047 -2.1157
H 0.7603 2.1828 -1.6441
H 1.8283 0.5878 0.2431
H 0.8585 1.0409 1.7024
H 1.3939 2.2668 0.5660
H 2.6410 -2.2789 -2.0824
H 1.3933 -1.8790 -2.8513
O 1.7462 -1.9337 -1.9537
*
```

No. 3
2 unconnected molecules or ions with the total composition C4H15N2O at a distorted geometry. Source: OMol25; level of theory: wB97M-V/def2-TZVPD.

Results
Molar mass = 107.18 g/mol
HOMO-LUMO gap = 10.3520 eV
LUMO = -2.901 eV
Energy relative to the best compared isomer or geometry (same formula, charge and spin) = 30.9 kcal/mol
Strongest force on any atom = 0.052 hartree/bohr
Total energy = -9412.323 eV

Geometry as ORCA input:
```
! RIJCOSX wB97M-V def2-TZVPD def2/J DEFGRID3
* xyz 1 1
C -2.2603 0.2856 0.9695
C -0.8135 0.3750 0.5717
C -0.6237 0.9278 -0.8958
C 0.7976 1.0182 -1.4312
N 1.1806 -0.3359 -1.8846
N -0.3350 -1.1077 0.4474
H -2.9030 -0.0447 0.1143
H -2.3487 -0.4705 1.7220
H -2.8813 1.1279 1.1710
H -0.2380 0.8565 1.3648
H -1.3608 1.7227 -1.0277
H -1.1750 0.1065 -1.4228
H 0.8027 1.8177 -2.1749
H 1.6024 1.3462 -0.7718
H 0.5683 -0.8595 -2.4844
H 2.1607 -0.3299 -2.1127
H -0.4784 -1.5433 1.3560
H -0.9695 -1.4881 -0.2535
H 0.6510 -1.1551 0.2050
H 2.4827 -0.4340 1.3473
H 1.9027 -1.1072 2.6978
O 1.6984 -0.6623 1.8652
*
```